1.
Molecular formula: C23H19IrN3
Method: DFT, the ωB97M-V functional and the def2-TZVPD basis

Calculated values
- spin multiplicity = 2
- E_HOMO (spin up / spin down) (eV) = -5.5 / -6.9
- LUMO level (spin up / spin down) (eV) = -0.60 / -0.61
- energy (eV) = -31465.046
- orbital gap (spin up / spin down) (eV) = 4.867 / 6.298

Geometry (Å):
Ir: -0.067 -0.347 -0.241
C: 1.541 -1.612 -1.018
C: 0.807 -1.277 -2.185
C: 0.918 0.136 -2.379
C: 1.717 0.678 -1.362
C: 2.094 -0.404 -0.492
H: 1.730 -2.606 -0.646
H: 0.284 -1.968 -2.824
H: 0.473 0.697 -3.186
H: 2.009 1.710 -1.266
H: 2.768 -0.335 0.345
C: -0.297 -0.959 1.428
C: -0.775 -1.803 2.436
C: -1.522 -2.960 2.093
C: -1.984 -3.813 3.073
C: -1.735 -3.559 4.420
C: -1.003 -2.425 4.777
C: -0.529 -1.562 3.813
H: -1.707 -3.161 1.045
H: -2.551 -4.691 2.786
H: -2.103 -4.233 5.181
H: -0.797 -2.223 5.820
H: 0.043 -0.688 4.096
C: -4.202 0.416 0.772
C: -2.821 0.427 0.756
N: -2.108 0.136 -0.349
C: -2.776 -0.094 -1.484
C: -4.160 -0.062 -1.572
C: -4.884 0.144 -0.402
C: -4.885 -0.342 -2.831
C: -4.558 -0.147 -4.114
C: -3.442 0.620 -4.731
C: -3.269 0.563 -6.110
C: -2.252 1.330 -6.649
N: -1.476 2.113 -5.902
C: -1.739 2.106 -4.600
N: -2.669 1.402 -3.969
H: -4.725 0.606 1.697
H: -2.239 0.647 1.637
H: -2.166 -0.343 -2.336
H: -5.965 0.107 -0.417
H: -5.857 -0.798 -2.665
H: -5.258 -0.534 -4.847
H: -3.899 -0.054 -6.735
H: -2.054 1.320 -7.715
H: -1.125 2.748 -3.978

=====

2.
Molecular formula: C4H3N2
Method: DFT, the ωB97M-V functional and the def2-TZVPD basis

Calculated values
- E_HOMO (eV) = -15.9
- ΔE to the lowest compared entry with this formula, charge and spin (kcal per mole) = 63.8
- LUMO level (eV) = -5.99
- energy (eV) = -7162.525
- SMILES = C=C=[N+]=c1cn1
- orbital gap (eV) = 9.866
- total charge = +1

Geometry (Å):
C: -1.669 -0.664 0.030
C: -0.437 -0.746 -0.156
N: 0.792 -1.101 -0.356
C: 1.519 -0.079 -0.180
C: 1.175 1.159 0.385
N: 2.416 0.930 0.007
H: -1.845 -0.945 -1.071
H: -2.395 -0.438 0.780
H: 0.444 1.884 0.560

=====

3.
Molecular formula: C48H41Cl2N3O3PRuSb
Method: DFT, the ωB97M-V functional and the def2-TZVPD basis

Calculated values
- spin multiplicity = 2
- E_HOMO (spin up / spin down) (eV) = -9.9 / -9.8
- ΔE to the lowest compared entry with this formula, charge and spin (kcal per mole) = 0.0
- LUMO level (spin up / spin down) (eV) = -2.21 / -2.93
- energy (eV) = -104502.945
- orbital gap (spin up / spin down) (eV) = 7.640 / 6.833
- total charge = +1

Geometry (Å):
Ru: 0.286 -0.209 0.004
C: -0.757 0.222 3.617
C: -0.429 1.537 2.987
C: -0.285 2.636 3.833
C: 0.013 3.879 3.317
C: 0.089 3.997 1.941
C: -0.079 2.866 1.155
N: -0.287 1.639 1.649
Sb: -0.188 3.292 -0.928
C: 1.556 2.297 -1.673
C: 2.422 3.203 -2.265
C: 3.432 2.744 -3.091
C: 3.490 1.389 -3.298
C: 2.617 0.513 -2.642
C: 2.804 -0.931 -3.000
N: 1.651 0.956 -1.803
C: -1.604 1.810 -1.574
C: -2.557 2.364 -2.413
C: -3.613 1.585 -2.859
C: -3.674 0.286 -2.413
C: -2.677 -0.232 -1.580
C: -2.874 -1.655 -1.139
N: -1.632 0.518 -1.184
H: -0.763 0.320 4.701
H: -1.741 -0.120 3.301
H: -0.023 -0.538 3.367
H: -0.400 2.492 4.898
H: 0.151 4.735 3.965
H: 0.261 4.959 1.476
H: 2.276 4.264 -2.107
H: 4.121 3.422 -3.577
H: 4.226 0.965 -3.967
H: 3.781 -1.056 -3.464
H: 2.734 -1.599 -2.154
H: 2.049 -1.245 -3.719
H: -2.481 3.404 -2.701
H: -4.369 1.988 -3.520
H: -4.487 -0.364 -2.703
H: -3.368 -2.207 -1.938
H: -1.953 -2.162 -0.891
H: -3.534 -1.677 -0.271
C: 3.507 -2.119 5.650
C: 4.192 -1.446 4.654
C: 3.602 -1.225 3.420
C: 2.307 -1.677 3.138
C: 1.636 -2.372 4.155
C: 2.226 -2.580 5.392
P: 1.659 -1.475 1.406
C: 2.884 -0.131 0.939
C: 2.778 1.114 1.570
C: 3.631 2.160 1.259
C: 4.641 1.975 0.326
C: 4.798 0.733 -0.273
C: 3.924 -0.300 0.023
C: 2.177 -2.860 0.394
C: 3.053 -3.836 0.775
C: 3.290 -4.926 -0.089
C: 2.633 -5.009 -1.284
C: 1.716 -4.009 -1.695
C: 1.048 -4.067 -2.942
C: 0.210 -3.050 -3.298
C: 0.006 -1.944 -2.446
C: 0.594 -1.836 -1.206
C: 1.473 -2.909 -0.840
H: 3.968 -2.287 6.614
H: 5.198 -1.088 4.831
H: 4.181 -0.706 2.673
H: 0.651 -2.767 3.990
H: 1.678 -3.115 6.157
H: 2.044 1.255 2.353
H: 3.520 3.113 1.762
H: 5.318 2.784 0.087
H: 5.609 0.565 -0.971
H: 4.079 -1.270 -0.427
H: 3.555 -3.784 1.734
H: 3.989 -5.697 0.206
H: 2.807 -5.851 -1.944
H: 1.220 -4.910 -3.599
H: -0.296 -3.076 -4.256
H: -0.618 -1.140 -2.822
Cl: -3.337 4.387 0.551
C: -4.315 3.241 1.474
Cl: -3.749 1.582 1.218
H: -5.341 3.315 1.134
H: -4.220 3.478 2.526
O: -1.065 -4.929 2.416
C: -2.213 -4.225 2.537
C: -3.380 -4.823 3.010
C: -4.550 -4.098 3.117
C: -4.586 -2.757 2.749
C: -3.437 -2.167 2.271
C: -2.238 -2.875 2.159
C: -1.039 -2.165 1.662
O: 0.099 -2.589 1.971
O: -1.202 -1.114 0.988
H: -1.226 -5.847 2.663
H: -3.358 -5.870 3.293
H: -5.441 -4.584 3.491
H: -5.500 -2.186 2.837
H: -3.439 -1.127 1.976